150
Properties=species:S:1:pos:R:3 method="wB97M-V/def2-TZVPD" smiles=COCCNCCOC.COCCNCCOC.COCCNCCOC.COCCNCCOC.COCCNCCOC.CCO.CCO.CCO.O e_lumo_ha=0.00374 e_tot_ha=-2755.44385 de_lowest_kcal_mol=1.21 charge=0 gap_ev=8.39
O -2.006 9.369 26.796
H -2.305 9.909 26.036
H -2.070 9.925 27.571
C -9.078 6.740 26.519
O -9.985 6.067 27.323
C -10.139 4.737 26.938
C -11.167 4.138 27.891
N -11.242 2.725 27.601
C -12.308 2.170 28.342
C -12.312 0.659 28.114
O -13.397 0.061 28.600
C -13.233 -0.237 30.020
H -8.912 7.737 26.941
H -9.409 6.764 25.475
H -8.070 6.293 26.485
H -9.184 4.266 27.092
H -10.551 4.725 25.935
H -12.128 4.592 27.689
H -10.959 4.384 28.938
H -10.372 2.296 27.869
H -13.243 2.542 27.908
H -12.276 2.461 29.398
H -11.405 0.199 28.515
H -12.290 0.581 27.027
H -13.189 0.621 30.696
H -12.333 -0.857 30.088
H -14.052 -0.908 30.295
C -1.990 1.918 21.934
O -2.519 2.905 22.802
C -2.533 2.546 24.132
C -3.223 3.580 24.944
N -4.627 3.728 24.536
C -5.564 2.913 25.319
C -6.892 3.017 24.624
O -6.774 2.552 23.312
C -8.013 2.281 22.708
H -2.135 2.360 20.953
H -2.431 0.903 22.035
H -0.948 1.808 22.213
H -1.566 2.262 24.526
H -3.092 1.618 24.278
H -2.693 4.518 24.773
H -3.162 3.398 26.034
H -4.736 3.625 23.545
H -5.548 3.316 26.331
H -5.249 1.859 25.378
H -7.308 4.038 24.642
H -7.614 2.358 25.109
H -8.813 3.028 22.822
H -8.330 1.364 23.203
H -7.796 2.211 21.656
C -2.319 6.104 22.314
O -1.952 7.239 21.548
C -2.721 8.361 21.890
C -4.016 8.397 21.015
N -3.767 9.024 19.727
C -2.917 8.253 18.791
C -3.345 6.800 18.523
O -2.769 6.401 17.350
C -3.090 5.017 17.037
H -2.274 6.226 23.402
H -1.681 5.278 22.046
H -3.332 5.763 22.077
H -2.146 9.229 21.591
H -3.026 8.290 22.933
H -4.758 8.986 21.576
H -4.437 7.389 20.965
H -4.674 9.215 19.337
H -1.911 8.193 19.215
H -2.940 8.852 17.880
H -4.437 6.674 18.459
H -3.011 6.212 19.388
H -4.174 4.959 17.040
H -2.574 4.369 17.753
H -2.651 4.762 16.090
C -9.382 16.849 31.297
O -9.714 15.520 30.977
C -10.280 15.396 29.699
C -10.483 13.861 29.389
N -9.320 13.352 28.720
C -8.049 13.317 29.569
C -6.848 12.721 28.831
O -6.711 11.295 28.963
C -7.436 10.536 28.016
H -8.739 17.351 30.552
H -8.986 16.894 32.318
H -10.289 17.474 31.357
H -9.597 15.761 28.930
H -11.263 15.879 29.638
H -11.284 13.911 28.647
H -10.868 13.371 30.283
H -9.450 12.434 28.304
H -8.185 12.743 30.480
H -7.866 14.370 29.677
H -5.915 13.041 29.284
H -6.907 12.997 27.761
H -7.276 10.840 26.979
H -8.494 10.634 28.221
H -7.086 9.514 28.019
C -9.481 10.128 23.987
O -9.420 8.885 23.400
C -8.434 8.654 22.431
C -8.526 7.228 21.903
N -7.256 6.756 21.487
C -7.384 5.448 20.824
C -6.057 4.781 20.751
O -6.277 3.548 20.071
C -5.186 2.680 20.177
H -8.458 10.344 24.332
H -10.256 10.174 24.739
H -9.716 10.920 23.258
H -7.495 8.745 22.968
H -8.453 9.297 21.561
H -9.216 7.125 21.052
H -8.969 6.523 22.608
H -6.603 6.709 22.265
H -7.824 5.636 19.852
H -8.060 4.808 21.394
H -5.752 4.614 21.807
H -5.295 5.328 20.186
H -5.469 1.844 19.555
H -4.902 2.368 21.178
H -4.354 3.113 19.638
C -5.458 11.956 22.734
C -6.086 12.452 24.081
O -7.426 12.935 23.781
H -5.404 12.782 22.023
H -6.123 11.165 22.353
H -4.459 11.527 22.867
H -5.546 13.318 24.418
H -6.139 11.653 24.820
H -7.775 13.293 24.616
C -0.941 6.450 28.592
C -0.818 6.205 27.085
O -2.010 6.493 26.402
H -1.807 5.896 28.951
H -0.964 7.502 28.884
H -0.035 6.128 29.096
H -0.650 5.140 26.855
H -0.028 6.858 26.693
H -2.109 7.466 26.490
C -5.459 8.773 24.803
C -4.990 7.351 25.074
O -5.658 6.470 24.199
H -5.331 9.081 23.762
H -5.023 9.563 25.391
H -6.534 8.785 25.009
H -5.117 7.095 26.125
H -3.908 7.210 24.887
H -5.310 5.581 24.320



8
Properties=species:S:1:pos:R:3 method="wB97M-V/def2-TZVPD" e_lumo_ha=0.11254 e_tot_ha=-949.64229 de_lowest_kcal_mol=32.37 charge=-1 gap_ev=5.25
C 2.333 0.000 -0.590
C -1.515 0.031 0.265
O 3.028 -0.896 -0.878
S 1.855 1.378 -0.174
S -0.801 -1.602 0.014
H -2.113 0.657 -0.446
H -0.698 0.596 0.641
H -2.089 -0.164 1.168